Computed, not measured: a 2-piece molecular cluster, BrClFHSi overall, with ωB97M-V/def2-TZVPD.

Gap between HOMO and LUMO: 7.40 eV
Energy relative to the best compared isomer or geometry (same formula, charge and spin): 297.6 kJ/mol
Molecular weight: 163.449 Da

The geometry in ORCA input format:
```
! wB97M-V def2-TZVPD RIJCOSX def2/J DEFGRID3
* xyz 0 1
F -1.73 1.33 0.43
Si -0.79 0.08 0.83
Cl -1.19 -0.79 2.46
Br -2.65 -2.00 -0.87
H 0.33 0.16 0.09
*
```

Atom charges from the natural (NBO) analysis, given in e for atoms 1 to 2:
1. F -0.624
2. Si 1.745

=====

Computed, not measured: a 6-piece molecular cluster, C28H63FO5P overall, with ωB97M-V/def2-TZVPD.

Gap between HOMO and LUMO: 5.69 eV
Molecular weight: 529.779 Da

The geometry in ORCA input format:
```
! wB97M-V def2-TZVPD RIJCOSX def2/J DEFGRID3
* xyz -1 1
C 2.38 -4.38 -1.61
C 1.65 -3.08 -1.35
C 0.34 -2.88 -1.69
C -0.25 -1.67 -1.45
C 0.48 -0.66 -0.86
C 1.80 -0.82 -0.49
C 2.52 0.32 0.18
P 4.34 0.63 -0.35
F 4.06 0.07 -1.97
C 2.34 -2.06 -0.74
H 2.65 -4.43 -2.67
H 1.82 -5.27 -1.31
H 3.33 -4.39 -1.05
H -0.21 -3.70 -2.15
H -1.29 -1.53 -1.74
H -0.05 0.27 -0.69
H 2.51 0.11 1.26
H 1.97 1.25 0.02
H 4.68 -0.72 0.11
H 5.73 0.85 -0.74
H 3.98 1.96 -0.83
H 4.70 1.16 0.96
H 3.38 -2.20 -0.45
C 0.53 -2.26 2.92
C 1.87 -1.88 3.55
O 1.78 -0.87 4.54
C 0.97 -1.17 5.66
C 1.43 -2.40 6.44
H 0.06 -1.38 2.48
H 0.69 -3.00 2.14
H -0.16 -2.68 3.65
H 2.52 -1.48 2.78
H 2.37 -2.77 3.95
H -0.08 -1.28 5.36
H 1.02 -0.30 6.31
H 1.38 -3.31 5.84
H 0.79 -2.55 7.32
H 2.46 -2.27 6.77
C 2.70 5.48 -1.89
C 1.83 4.24 -1.93
O 1.01 4.08 -0.78
C 0.09 5.12 -0.52
C -0.92 5.34 -1.63
H 3.34 5.47 -1.00
H 3.34 5.52 -2.78
H 2.11 6.40 -1.86
H 2.47 3.36 -1.97
H 1.21 4.22 -2.83
H 0.62 6.05 -0.28
H -0.44 4.83 0.39
H -0.44 5.65 -2.56
H -1.63 6.12 -1.35
H -1.47 4.42 -1.84
C 7.41 -2.64 1.77
C 5.90 -2.67 1.96
O 5.48 -3.45 3.07
C 5.96 -3.03 4.33
C 5.55 -1.62 4.71
H 7.80 -3.66 1.65
H 7.66 -2.07 0.88
H 7.92 -2.19 2.62
H 5.45 -3.12 1.08
H 5.50 -1.66 2.03
H 7.05 -3.15 4.39
H 5.53 -3.73 5.06
H 5.95 -0.88 4.03
H 5.91 -1.38 5.72
H 4.46 -1.52 4.70
C -1.85 0.74 -4.98
C -2.77 -0.46 -5.00
O -3.56 -0.59 -3.83
C -4.43 0.48 -3.54
C -5.46 0.76 -4.63
H -1.19 0.70 -4.11
H -1.23 0.77 -5.88
H -2.40 1.68 -4.92
H -2.17 -1.37 -5.07
H -3.41 -0.45 -5.89
H -3.86 1.39 -3.31
H -4.95 0.21 -2.62
H -4.99 1.05 -5.57
H -6.13 1.56 -4.33
H -6.05 -0.14 -4.83
C -8.43 -0.26 -1.81
C -7.82 -0.25 -0.42
O -7.01 0.89 -0.16
C -7.65 2.15 -0.25
C -8.81 2.32 0.72
H -7.64 -0.21 -2.57
H -9.00 -1.18 -1.97
H -9.10 0.58 -1.97
H -7.16 -1.11 -0.30
H -8.60 -0.34 0.35
H -7.97 2.34 -1.28
H -6.88 2.89 -0.02
H -9.61 1.61 0.53
H -9.23 3.32 0.64
H -8.48 2.16 1.75
*
```

Atom charges from the Löwdin analysis, given in e for atoms 1 to 2:
1. C -0.055
2. C -0.290

=====

Computed, not measured: one molecule with the formula C22H33N3O4, with ωB97M-V/def2-TZVPD.

Gap between HOMO and LUMO: 9.27 eV
Energy relative to the best compared isomer or geometry (same formula, charge and spin): 133.2 kJ/mol
Molecular weight: 403.523 Da

The geometry in ORCA input format:
```
! wB97M-V def2-TZVPD RIJCOSX def2/J DEFGRID3
* xyz 0 1
C 3.11 5.40 1.03
O 3.45 4.24 0.32
C 2.47 3.32 0.05
C 1.15 3.44 0.46
C 0.24 2.45 0.11
C 0.65 1.35 -0.62
C 1.98 1.21 -1.02
C 2.42 -0.03 -1.75
N 3.01 -1.05 -0.88
C 4.23 -0.63 -0.23
C 4.93 -1.88 0.29
N 4.04 -2.53 1.22
C 2.70 -2.44 1.18
O 2.01 -2.97 2.03
C 2.06 -1.67 0.03
C 1.17 -2.68 -0.75
C -0.21 -2.12 -1.07
O -0.43 -1.56 -2.14
N -1.17 -2.27 -0.14
C -1.03 -2.96 1.11
C -2.52 -1.82 -0.47
C -2.85 -0.47 0.19
C -4.24 0.04 -0.18
C -4.39 1.51 0.23
C -5.80 2.00 -0.08
O -6.79 1.22 0.56
C -6.71 -0.13 0.16
C -5.36 -0.75 0.50
C 2.87 2.21 -0.68
H 4.03 5.98 1.10
H 2.75 5.17 2.03
H 2.36 5.99 0.50
H 0.81 4.29 1.03
H -0.79 2.55 0.41
H -0.07 0.59 -0.92
H 3.18 0.22 -2.49
H 1.57 -0.48 -2.26
H 4.86 -0.14 -0.96
H 4.05 0.06 0.61
H 5.86 -1.62 0.81
H 5.16 -2.55 -0.54
H 4.42 -3.08 1.98
H 1.41 -0.92 0.51
H 1.08 -3.61 -0.20
H 1.67 -2.88 -1.71
H -0.03 -2.86 1.53
H -1.25 -4.03 0.99
H -1.74 -2.54 1.83
H -3.22 -2.59 -0.15
H -2.57 -1.71 -1.55
H -2.76 -0.56 1.28
H -2.10 0.25 -0.14
H -4.36 -0.03 -1.26
H -3.67 2.13 -0.29
H -4.22 1.61 1.31
H -5.96 3.02 0.27
H -5.96 1.98 -1.17
H -7.52 -0.64 0.70
H -6.90 -0.21 -0.92
H -5.35 -1.79 0.16
H -5.22 -0.73 1.58
H 3.91 2.16 -1.00
*
```

Atom charges from the natural (NBO) analysis, given in e for atoms 1 to 2:
1. C -0.251
2. O -0.496

=====

Computed, not measured: an isolated ion of composition C3H8NO and charge +1, with ωB97M-V/def2-TZVPD.

Gap between HOMO and LUMO: 11.37 eV
Energy relative to the best compared isomer or geometry (same formula, charge and spin): 20.3 kJ/mol
Molecular weight: 74.103 Da

The geometry in ORCA input format:
```
! wB97M-V def2-TZVPD RIJCOSX def2/J DEFGRID3
* xyz 1 1
C -0.44 -1.37 0.18
C -0.41 0.10 -0.13
N 0.85 0.51 -0.91
C -0.39 1.01 1.11
O 0.48 1.81 1.30
H 0.54 -1.68 0.56
H -1.14 -1.58 0.98
H -0.61 -1.97 -0.71
H -1.18 0.52 -0.79
H 1.64 -0.13 -1.01
H 0.55 0.58 -1.88
H 1.24 1.40 -0.59
H -1.15 0.80 1.88
*
```

Atom charges from the natural (NBO) analysis, given in e for atoms 1 to 2:
1. C -0.643
2. C -0.135

=====

Computed, not measured: one molecule with the formula C20H25N3O3, with ωB97M-V/def2-TZVPD.

Gap between HOMO and LUMO: 8.73 eV
Energy relative to the best compared isomer or geometry (same formula, charge and spin): 251.6 kJ/mol
Molecular weight: 355.438 Da

The geometry in ORCA input format:
```
! wB97M-V def2-TZVPD RIJCOSX def2/J DEFGRID3
* xyz 0 1
C 4.80 2.68 0.49
C 4.28 2.45 -0.93
O 2.87 2.59 -1.02
C 2.02 1.78 -0.33
C 0.79 2.36 -0.04
C -0.21 1.67 0.60
C -0.01 0.34 0.96
C -1.09 -0.38 1.68
O -1.67 0.12 2.62
N -1.36 -1.66 1.27
C -1.10 -2.15 -0.07
C -2.45 -2.37 -0.79
N -3.44 -1.48 -0.23
C -3.32 -0.15 -0.59
C -4.18 0.84 -0.09
C -4.02 2.14 -0.54
C -3.04 2.42 -1.48
C -2.27 1.37 -1.94
N -2.40 0.13 -1.51
C -3.79 -1.85 1.12
C -2.51 -2.30 1.87
C 1.22 -0.25 0.69
C 2.24 0.44 0.05
O 3.47 -0.11 -0.24
C 3.75 -1.45 0.10
C 3.15 -2.45 -0.89
H 5.88 2.67 0.48
H 4.45 3.64 0.86
H 4.44 1.89 1.15
H 4.66 3.22 -1.60
H 4.60 1.47 -1.30
H 0.64 3.39 -0.34
H -1.16 2.14 0.83
H -0.52 -1.41 -0.62
H -0.54 -3.09 -0.01
H -2.81 -3.39 -0.65
H -2.35 -2.17 -1.85
H -4.96 0.61 0.62
H -4.66 2.92 -0.16
H -2.89 3.42 -1.85
H -1.50 1.52 -2.68
H -4.52 -2.67 1.10
H -4.23 -1.01 1.64
H -2.56 -2.00 2.92
H -2.36 -3.38 1.81
H 1.38 -1.27 1.01
H 4.84 -1.51 0.07
H 3.43 -1.67 1.13
H 2.06 -2.38 -0.90
H 3.44 -3.46 -0.61
H 3.52 -2.24 -1.89
*
```

Atom charges from the natural (NBO) analysis, given in e for atoms 1 to 2:
1. C -0.639
2. C -0.060

=====

The calculation returns the following HOMO values, one per record and in order: -8.9 -3.5 -8.6 -15.3 -8.0 eV.
The calculation returns the following F_max values, one per record and in order: 6.01 1.53 0.51 1.95 0.69 eV/A.
The calculation returns the following lowest unoccupied orbital energy values, one per record and in order: -1.5 2.2 0.7 -3.9 0.8 eV.